[1]
DFT (wB97M-V/def2-TZVPD) results for C4H3NO4 in the gas phase in a non-equilibrium geometry.

Output
**ΔE to the lowest compared entry with this formula, charge and spin**: 6.693 eV

Geometry as ORCA input:
```
! wB97M-V def2-TZVPD RIJCOSX def2/J DEFGRID3
* xyz 0 1
C 0.95 1.24 0.47
C 0.63 0.99 -0.88
C 0.12 0.70 1.43
C -1.17 -0.51 -0.58
N -0.87 -1.90 -0.55
O -0.74 -2.44 -1.64
O -0.88 -2.45 0.53
O -0.31 0.23 -1.33
O -0.91 -0.02 1.02
H 1.79 1.86 0.70
H 1.18 1.49 -1.67
H 0.20 0.81 2.50
*
```

---

[2]
DFT (wB97M-V/def2-TZVPD) results for C4H3NOS in the gas phase in a non-equilibrium geometry.

Output
**ΔE to the lowest compared entry with this formula, charge and spin**: 3.420 eV
**Structure (SMILES)**: C#CC(=S)ON=C

Geometry as ORCA input:
```
! wB97M-V def2-TZVPD RIJCOSX def2/J DEFGRID3
* xyz 0 1
C 1.48 2.12 0.00
C 1.33 0.93 0.00
C 1.26 -0.50 0.01
S 2.59 -1.45 0.00
O 0.05 -1.09 0.00
N -1.03 -0.18 0.00
C -2.12 -0.84 0.00
H 1.59 3.22 -0.01
H -3.01 -0.27 0.01
H -2.15 -1.93 -0.01
*
```

---

[3]
DFT (wB97M-V/def2-TZVPD) results for C4H3NOS2 in the gas phase in a non-equilibrium geometry.

Output
**ΔE to the lowest compared entry with this formula, charge and spin**: 3.101 eV
**Structure (SMILES)**: C#CC(=S)O/C=N\S

Geometry as ORCA input:
```
! wB97M-V def2-TZVPD RIJCOSX def2/J DEFGRID3
* xyz 0 1
C 0.59 -3.11 0.28
C 0.83 -1.97 0.06
C 1.13 -0.59 -0.21
S 2.61 -0.07 -0.68
O 0.02 0.16 -0.03
C 0.03 1.53 -0.23
N -1.00 2.22 -0.06
S -2.44 1.45 0.43
H 0.38 -4.15 0.48
H 0.98 1.96 -0.51
H -3.14 2.56 0.49
*
```

---

[4]
DFT (wB97M-V/def2-TZVPD) results for a molecular structure, C4H3NaO2Rb in a non-equilibrium geometry.

Output
**Electronic energy**: -13340.5152 eV

Geometry as ORCA input:
```
! wB97M-V def2-TZVPD RIJCOSX def2/J DEFGRID3
* xyz 2 2
O -1.01 -0.40 -0.05
C -1.89 0.47 -0.53
C -0.86 1.31 -0.74
Rb -0.83 -3.62 1.66
Na 0.34 2.77 1.01
H -2.98 0.49 -0.48
C 1.16 0.74 -0.86
C 0.95 -0.26 -0.10
O 1.18 -1.22 0.78
H 1.88 1.32 -1.42
H 2.07 -1.60 0.72
*
```

---

[5]
DFT (wB97M-V/def2-TZVPD) results for 2 unconnected molecules or ions with the total composition C4H3O2 in a non-equilibrium geometry.

Output
**ΔE to the lowest compared entry with this formula, charge and spin**: 1.369 eV

Geometry as ORCA input:
```
! wB97M-V def2-TZVPD RIJCOSX def2/J DEFGRID3
* xyz -1 1
C -0.72 -0.46 -2.27
C -0.73 -0.67 -1.06
C 1.29 1.17 1.43
C -0.60 -0.81 0.27
O 1.56 0.55 2.36
O 1.17 1.98 0.63
H -1.43 -0.32 -2.96
H 0.05 -1.54 0.64
H -0.60 0.11 0.96
*
```

---

[6]
DFT (wB97M-V/def2-TZVPD) results for 2 unconnected molecules or ions with the total composition C4H3O2S in a non-equilibrium geometry.

Output
**ΔE to the lowest compared entry with this formula, charge and spin**: 1.063 eV

Geometry as ORCA input:
```
! wB97M-V def2-TZVPD RIJCOSX def2/J DEFGRID3
* xyz -1 1
C 0.21 0.55 1.99
C 0.10 -0.40 1.12
C -0.61 -0.93 -2.43
C 0.27 0.97 0.55
O -1.49 -1.51 -2.86
O 0.26 -0.24 -2.19
S 0.13 -1.94 0.53
H 0.50 0.76 3.06
H -0.57 1.37 0.13
H 1.19 1.36 0.10
*
```

---

[7]
DFT (wB97M-V/def2-TZVPD) results for a molecular structure, C4H3O4Rb in a non-equilibrium geometry.

Output
**ΔE to the lowest compared entry with this formula, charge and spin**: 1.011 eV

Geometry as ORCA input:
```
! wB97M-V def2-TZVPD RIJCOSX def2/J DEFGRID3
* xyz 2 1
O -1.93 4.78 0.59
C -1.67 5.74 0.04
C 1.40 -1.87 -0.21
C 0.83 -0.96 0.83
O -0.06 -0.21 0.46
C -0.23 -1.24 -1.81
O 0.34 -2.12 -1.18
O -1.10 -0.67 -2.28
Rb -2.54 1.92 2.25
H 1.69 -2.84 0.20
H 2.22 -1.39 -0.77
H 1.07 -1.15 1.88
*
```

---

[8]
DFT (wB97M-V/def2-TZVPD) results for 2 unconnected molecules or ions with the total composition C4H3OP in a non-equilibrium geometry.

Output
**ΔE to the lowest compared entry with this formula, charge and spin**: 2.648 eV
**Structure (SMILES)**: C#CP=O.C#C

Geometry as ORCA input:
```
! wB97M-V def2-TZVPD RIJCOSX def2/J DEFGRID3
* xyz 0 1
C 1.56 -2.13 -0.16
C 1.87 -0.98 0.03
P 2.31 0.72 0.47
O 2.83 1.34 -0.74
H 1.30 -3.13 -0.35
C -0.74 0.93 0.47
C -0.79 1.91 -0.21
H -0.80 0.08 1.09
H -0.76 2.75 -0.84
*
```

---

[9]
DFT (wB97M-V/def2-TZVPD) results for 2 unconnected molecules or ions with the total composition C4H3OP in a non-equilibrium geometry.

Output
**ΔE to the lowest compared entry with this formula, charge and spin**: 3.127 eV
**Structure (SMILES)**: C#CP=O.C#C

Geometry as ORCA input:
```
! wB97M-V def2-TZVPD RIJCOSX def2/J DEFGRID3
* xyz 0 1
C 1.63 1.74 0.07
C 0.65 1.17 0.47
P -0.83 0.48 1.23
O -2.02 1.11 0.68
H 2.66 2.06 -0.25
C -0.27 -1.15 -0.73
C -0.91 -2.08 -0.31
H 0.35 -0.30 -1.11
H -1.26 -3.03 -0.04
*
```

---

[10]
DFT (wB97M-V/def2-TZVPD) results for 2 unconnected molecules or ions with the total composition C4H4 in a non-equilibrium geometry.

Output
**ΔE to the lowest compared entry with this formula, charge and spin**: 2.326 eV
**Structure (SMILES)**: C#C.C#C

Geometry as ORCA input:
```
! wB97M-V def2-TZVPD RIJCOSX def2/J DEFGRID3
* xyz 0 1
C -2.45 -0.03 -0.04
C -1.34 -0.16 -0.43
H -3.55 -0.03 0.35
H -0.31 -0.24 -0.54
C 1.64 0.00 0.68
C 2.19 0.29 -0.34
H 1.15 -0.32 1.64
H 2.67 0.50 -1.33
*
```

---

[11]
DFT (wB97M-V/def2-TZVPD) results for C4H4 in the gas phase in a non-equilibrium geometry.

Output
**ΔE to the lowest compared entry with this formula, charge and spin**: 0.413 eV
**Structure (SMILES)**: C#CC=C

Geometry as ORCA input:
```
! wB97M-V def2-TZVPD RIJCOSX def2/J DEFGRID3
* xyz 0 1
C -2.10 0.20 0.04
C -0.96 -0.16 -0.03
C 0.36 -0.52 -0.01
C 1.44 0.31 0.09
H -3.17 0.45 0.12
H 0.60 -1.60 -0.16
H 2.35 -0.13 -0.22
H 1.49 1.45 0.17
*
```

---

[12]
DFT (wB97M-V/def2-TZVPD) results for C4H4 in the gas phase in a non-equilibrium geometry.

Output
**ΔE to the lowest compared entry with this formula, charge and spin**: 0.081 eV
**Structure (SMILES)**: C#CC=C

Geometry as ORCA input:
```
! wB97M-V def2-TZVPD RIJCOSX def2/J DEFGRID3
* xyz 0 1
C -1.87 -0.17 -0.02
C -0.73 0.15 0.03
C 0.66 0.52 -0.02
C 1.61 -0.42 0.01
H -2.86 -0.52 0.03
H 0.85 1.57 0.01
H 2.63 -0.05 0.01
H 1.36 -1.49 -0.02
*
```

---

[13]
DFT (wB97M-V/def2-TZVPD) results for 15 unconnected molecules or ions with the total composition C4H40N2O14 in a non-equilibrium geometry.

Output
**ΔE to the lowest compared entry with this formula, charge and spin**: 6.007 eV

Geometry as ORCA input:
```
! wB97M-V def2-TZVPD RIJCOSX def2/J DEFGRID3
* xyz 0 1
C 0.10 -0.09 1.57
C 0.00 -1.50 2.10
C -1.01 -2.43 1.33
C -2.33 -2.23 2.02
N -3.20 -1.36 1.35
N 0.32 -0.05 0.03
H -0.88 0.39 1.60
H 0.69 0.48 2.16
H 0.92 -1.94 2.32
H -0.30 -1.51 3.11
H -0.61 -3.55 1.22
H -0.97 -1.91 0.33
H -2.95 -3.23 1.99
H -2.33 -1.88 3.07
H -3.36 -1.59 0.39
H -2.75 -0.45 1.38
H 0.99 -0.82 -0.25
H -0.47 -0.15 -0.51
H 3.04 -1.23 -3.00
H 1.69 -0.92 -3.99
O 2.66 -0.57 -3.65
H -3.69 -1.25 -2.71
H -3.43 -1.20 -1.26
O -3.52 -1.87 -1.97
H 3.45 1.97 1.09
H 2.38 0.87 0.71
O 2.66 1.54 1.37
H 2.85 -2.90 -1.29
H 1.73 -2.34 -2.10
O 2.50 -2.91 -2.29
H 1.56 2.90 -0.24
H 1.84 4.30 0.07
O 1.23 3.65 0.29
H -0.47 3.00 -0.01
H -1.24 2.09 0.90
O -1.26 2.69 0.07
H -3.80 1.22 -1.65
H -2.44 0.89 -2.21
O -3.34 0.73 -2.30
H 0.19 -0.10 -2.55
H -0.86 -1.45 -2.50
O 0.00 -1.03 -2.76
H -2.80 2.24 2.60
H -3.50 1.67 1.51
O -3.31 1.56 2.41
H 4.22 -2.09 0.15
H 2.87 -1.64 0.85
O 3.36 -2.36 0.38
H -0.58 1.97 -2.95
H -0.83 2.00 -1.47
O -0.85 1.38 -2.30
H 3.32 0.14 2.80
H 2.02 -0.65 3.29
O 2.62 -0.56 2.53
H 0.37 2.85 2.35
H 0.20 2.10 3.53
O -0.33 2.50 2.82
H 2.71 0.35 -2.23
H 2.11 1.90 -2.11
O 2.42 1.10 -1.64
*
```

---

[14]
DFT (wB97M-V/def2-TZVPD) results for 15 unconnected molecules or ions with the total composition C4H40N2O15 in a non-equilibrium geometry.

Output
**ΔE to the lowest compared entry with this formula, charge and spin**: 8.321 eV

Geometry as ORCA input:
```
! wB97M-V def2-TZVPD RIJCOSX def2/J DEFGRID3
* xyz 0 1
C 0.12 -1.41 0.40
C -0.92 -0.71 -0.60
C -1.42 -1.95 -1.47
O -2.22 -1.52 -2.57
N -0.42 0.13 -1.62
C 0.18 1.38 -1.08
N 1.56 1.38 -0.62
H 0.98 -0.77 0.62
H 0.47 -2.33 -0.11
H -0.31 -1.59 1.32
H -1.81 -0.17 -0.14
H -0.56 -2.67 -1.78
H -2.07 -2.52 -0.86
H -2.99 -1.01 -2.32
H 0.03 -0.25 -2.47
H -0.45 1.67 -0.19
H 0.09 2.22 -1.83
H 1.82 0.58 -0.14
H 2.25 1.62 -1.33
H 2.29 -0.82 2.45
H 3.47 -1.90 2.42
O 2.94 -1.38 1.85
H -0.44 0.30 5.17
H 0.81 0.20 4.54
O 0.01 -0.37 4.69
H 2.32 2.26 3.07
H 2.41 1.99 1.76
O 2.55 1.50 2.61
H -1.09 1.40 -4.54
H -0.94 -0.22 -4.45
O -0.60 0.58 -4.75
H -2.78 1.05 -1.22
H -3.71 2.18 -1.46
O -3.49 1.56 -0.76
H 3.46 -1.28 -2.14
H 2.25 -0.40 -1.74
O 2.58 -1.27 -1.64
H -3.60 -0.31 1.60
H -3.45 -1.58 2.31
O -3.31 -0.63 2.52
H 1.58 1.67 -4.25
H 0.96 0.59 -3.77
O 1.45 1.19 -3.45
H -1.41 3.17 -2.48
H -2.20 4.17 -1.45
O -2.08 3.50 -1.96
H 0.57 -3.76 2.25
H 1.82 -3.45 1.35
O 1.44 -4.09 1.99
H 0.33 3.37 2.34
H 0.83 4.74 2.33
O 1.21 3.86 2.62
H -1.79 0.82 3.20
H -0.30 1.10 3.05
O -1.11 1.62 3.25
H 0.44 -2.60 3.87
H -0.87 -3.12 3.47
O -0.37 -2.38 3.32
H 1.59 -2.18 -3.16
H 1.15 -1.39 -4.39
O 0.76 -1.79 -3.61
*
```

---

[15]
DFT (wB97M-V/def2-TZVPD) results for 15 unconnected molecules or ions with the total composition C4H40NO15 in a non-equilibrium geometry.

Output
**ΔE to the lowest compared entry with this formula, charge and spin**: 5.533 eV

Geometry as ORCA input:
```
! wB97M-V def2-TZVPD RIJCOSX def2/J DEFGRID3
* xyz 1 1
O -0.05 -0.94 -2.40
C -0.41 -0.67 -1.07
C 0.67 0.27 -0.50
N 0.32 0.53 0.93
C 1.32 1.33 1.57
C 1.97 -0.55 -0.39
H 0.53 -1.65 -2.49
H -0.66 -1.62 -0.54
H -1.41 -0.11 -1.17
H 0.61 1.29 -1.00
H -0.67 1.11 1.05
H 0.16 -0.40 1.48
H 0.91 1.31 2.57
H 1.35 2.34 1.22
H 2.32 0.99 1.50
H 1.76 -1.32 -1.04
H 2.79 0.00 -0.90
H 2.27 -0.90 0.60
H 3.65 -3.67 2.65
H 4.68 -2.61 3.10
O 3.72 -2.87 3.08
H -2.75 -2.38 2.05
H -2.32 -3.02 3.30
O -2.09 -3.03 2.39
H 0.88 -1.01 3.92
H -0.55 -0.49 3.72
O 0.31 -0.46 3.40
H 1.87 3.46 -1.96
H 2.78 4.40 -1.18
O 2.47 3.48 -1.20
H 2.46 -2.45 4.19
H 2.37 -1.58 5.51
O 1.78 -2.09 4.78
H -0.88 3.62 -3.05
H -2.18 4.10 -3.62
O -1.75 3.80 -2.82
H 0.55 2.32 -3.52
H 1.25 3.21 -4.27
O 0.83 3.23 -3.36
H 1.52 -3.95 -0.17
H 1.66 -4.77 -1.52
O 2.11 -4.22 -0.89
H -3.44 -0.43 2.38
H -4.69 -0.73 3.16
O -3.96 -1.11 2.70
H -3.07 1.47 0.66
H -3.05 1.97 2.05
O -2.78 1.15 1.56
H -0.69 1.19 -4.40
H 0.36 0.28 -3.66
O 0.28 1.01 -4.31
H 1.09 -2.83 1.58
H -0.42 -3.34 1.61
O 0.45 -3.17 1.03
H -2.46 -0.27 -5.02
H -2.74 1.15 -5.46
O -2.21 0.69 -5.03
H -3.40 3.31 -0.34
H -2.51 3.03 -1.71
O -2.90 2.60 -0.75
*
```

---

[16]
DFT (wB97M-V/def2-TZVPD) results for 16 unconnected molecules or ions with the total composition C4H40O15S in a non-equilibrium geometry.

Output
**Electronic energy**: -46344.6873 eV

Geometry as ORCA input:
```
! wB97M-V def2-TZVPD RIJCOSX def2/J DEFGRID3
* xyz -1 2
C 0.14 0.12 0.87
C 1.04 0.45 2.04
C 0.68 -0.32 3.26
S 1.12 -2.06 3.56
C 0.06 -3.27 2.56
H -0.01 1.04 0.21
H 0.69 -0.66 0.30
H -0.86 -0.25 0.97
H 0.86 1.52 2.27
H 2.09 0.38 1.72
H -0.36 -0.30 3.60
H 1.27 0.14 4.13
H -0.11 -2.76 1.61
H 0.55 -4.21 2.32
H -0.92 -3.28 2.98
H 3.68 -1.61 1.64
H 3.52 -0.06 1.80
O 3.99 -0.75 1.32
H 1.06 3.88 1.68
H 1.00 4.46 0.30
O 0.44 4.03 0.96
H -2.29 -0.87 -1.85
H -2.82 -2.35 -2.05
O -2.87 -1.55 -1.49
H 3.01 -0.04 -2.60
H 3.36 -1.41 -3.41
O 3.27 -0.96 -2.56
H -2.59 3.48 0.98
H -1.55 2.70 0.19
O -2.50 2.84 0.27
H 0.36 -2.61 -2.17
H 1.65 -1.68 -2.04
O 0.68 -1.71 -2.15
H 3.71 3.83 0.90
H 3.20 3.02 1.97
O 3.03 3.89 1.60
H -4.28 1.88 -0.50
H -4.48 0.37 -0.36
O -4.95 1.21 -0.27
H 3.96 1.22 0.28
H 3.39 2.08 -0.94
O 3.61 2.08 0.01
H -1.28 1.15 -2.79
H -1.90 2.17 -1.80
O -1.10 1.98 -2.31
H -0.30 -0.95 -3.24
H -1.17 -0.71 -4.53
O -1.10 -0.45 -3.59
H -2.39 -4.19 -0.10
H -2.40 -2.91 0.31
O -1.68 -3.62 0.34
H -3.91 1.12 1.36
H -4.22 -0.14 2.21
O -3.57 0.55 2.07
H -1.21 -3.71 -1.36
H -1.02 -4.65 -2.58
O -1.25 -3.74 -2.35
H 1.16 2.09 -1.07
H 0.91 2.11 -2.56
O 1.60 1.97 -1.92
*
```

---

[17]
DFT (wB97M-V/def2-TZVPD) results for 16 unconnected molecules or ions with the total composition C4H41NO15S in a non-equilibrium geometry.

Output
**ΔE to the lowest compared entry with this formula, charge and spin**: 2.309 eV

Geometry as ORCA input:
```
! wB97M-V def2-TZVPD RIJCOSX def2/J DEFGRID3
* xyz 0 1
C 0.88 0.09 -0.76
C 2.18 0.31 -1.63
C 3.46 0.90 -1.11
S 4.37 0.22 0.39
C 3.07 0.09 1.59
N -0.19 -0.66 -1.31
H 1.28 -0.19 0.22
H 0.50 1.10 -0.51
H 2.36 -0.71 -1.99
H 1.64 0.95 -2.37
H 4.25 0.92 -1.84
H 3.29 1.98 -0.89
H 3.55 -0.04 2.57
H 2.49 -0.83 1.65
H 2.41 0.92 1.73
H -0.94 -0.06 -1.55
H 0.14 -0.99 -2.20
H 0.51 -2.73 1.78
H 0.35 -2.06 0.44
O 0.40 -2.95 0.84
H -1.67 1.78 -2.77
H -0.70 2.83 -2.26
O -0.69 1.92 -2.57
H -1.89 0.47 1.73
H -3.02 0.01 0.80
O -2.57 0.84 1.12
H 0.66 4.30 1.23
H 1.93 3.73 0.65
O 1.48 3.89 1.48
H -4.01 -1.07 -0.87
H -4.08 -2.41 0.11
O -3.93 -1.48 -0.01
H -0.67 -1.05 2.49
H 0.46 -0.33 2.09
O -0.38 -0.57 1.71
H -2.24 -1.88 -3.18
H -2.65 -2.74 -2.15
O -3.01 -1.93 -2.57
H -1.34 4.73 -0.35
H -0.98 3.24 -0.29
O -0.61 4.10 -0.37
H -0.66 -2.59 3.86
H -1.82 -2.71 2.70
O -1.04 -3.07 3.12
H -2.52 2.08 -0.02
H -3.54 2.34 -1.11
O -2.87 2.83 -0.59
H -3.34 0.92 -3.60
H -2.75 -0.33 -2.74
O -2.57 0.46 -3.28
H 1.20 -0.34 4.20
H 1.97 -1.54 4.19
O 1.55 -0.97 3.53
H -0.37 1.50 2.94
H 1.02 2.28 2.94
O 0.43 1.76 3.46
H -1.18 -3.71 0.50
H -1.74 -2.97 -0.66
O -1.95 -3.73 -0.11
H 1.23 -1.46 -4.50
H 1.76 -2.31 -3.13
O 1.20 -2.19 -3.89
*
```

---

[18]
DFT (wB97M-V/def2-TZVPD) results for 17 unconnected molecules or ions with the total composition C4H41NO16 in a non-equilibrium geometry.

Output
**ΔE to the lowest compared entry with this formula, charge and spin**: 3.991 eV

Geometry as ORCA input:
```
! wB97M-V def2-TZVPD RIJCOSX def2/J DEFGRID3
* xyz 0 1
C 1.79 -2.57 1.12
N 1.33 -1.23 0.66
C 0.25 -0.82 1.53
C -0.80 1.44 1.96
C 0.05 0.67 1.25
H 1.98 -3.19 0.20
H 0.96 -3.16 1.59
H 2.75 -2.51 1.75
H 0.89 -1.42 -0.26
H -0.75 -1.22 1.36
H 0.38 -1.17 2.58
H -0.91 2.52 1.86
H -1.16 1.27 2.96
H 0.60 1.06 0.39
H -2.45 2.64 -0.14
H -2.87 1.24 -0.45
O -3.29 2.15 -0.30
H 3.39 1.16 -2.76
H 4.08 0.17 -1.87
O 3.81 1.11 -1.90
H 0.44 1.11 3.81
H 1.60 0.02 4.00
O 0.87 0.50 4.40
H 4.12 -0.91 0.29
H 3.18 -1.72 -0.51
O 3.93 -1.14 -0.64
H -2.07 -2.50 0.09
H -3.61 -2.57 0.28
O -2.80 -2.73 0.74
H -1.64 3.03 -2.98
H -2.24 1.59 -2.88
O -1.81 2.23 -3.48
H -1.05 -1.34 -1.93
H -1.82 -0.28 -1.48
O -0.91 -0.36 -1.87
H -3.31 0.24 1.82
H -3.73 1.66 1.41
O -3.74 1.03 2.15
H 2.53 1.17 2.95
H 2.70 2.42 2.04
O 2.59 2.14 2.95
H -0.92 -1.72 4.10
H -2.05 -2.24 3.11
O -1.15 -2.37 3.37
H 0.01 0.53 -3.44
H 1.26 1.13 -4.24
O 0.93 0.40 -3.72
H 2.78 2.00 -0.52
H 2.64 3.26 -0.97
O 2.22 2.77 -0.26
H 2.33 -1.73 -3.40
H 0.98 -1.39 -2.99
O 1.59 -2.16 -2.91
H -4.17 0.17 -1.94
H -3.97 -1.38 -1.77
O -3.53 -0.53 -1.84
H 0.30 -2.98 -1.93
H -0.66 -4.13 -1.58
O -0.54 -3.18 -1.50
H -0.82 4.55 -0.43
H 0.20 3.53 0.11
O -0.74 3.73 0.06
*
```